Record 1
109
Properties=species:S:1:pos:R:3 method="wB97M-V/def2-TZVPD" total_charge=+2 relative_energy_kcal_mol=0.00 spin_multiplicity=1 homo_ev=-13.21 orbital_gap_ev=7.9079
Sb -0.6286 0.0524 3.9013
Sb 1.0282 1.7635 2.5336
Sn 0.0911 -0.7157 -0.4428
O 1.6751 1.8847 -4.8717
O 1.4985 -2.1502 0.1133
O -3.2271 -2.6452 -2.8520
O 2.3516 -2.7739 2.0994
O -0.4170 -1.0453 1.7591
O -1.5981 -2.6750 3.7570
N 1.5825 1.3623 -2.6798
N -0.4003 -0.5690 -3.2963
N -1.7876 -2.0447 -1.2480
C -0.7506 2.2399 8.2839
C -0.0984 5.2005 -1.7434
C -2.1132 -2.0282 -2.4941
C -1.3991 -1.3785 -3.6229
C -2.2114 -4.2078 -0.0391
C -3.8498 -3.1492 -1.6476
C 3.6720 4.8610 3.9720
C -0.7180 2.4071 1.4637
C 4.9875 -0.6033 1.0712
C 3.1451 3.7197 3.3813
C -0.0285 -2.4126 1.8846
C 2.7059 0.7605 1.7921
C 0.1744 0.1348 -4.2676
C 2.4056 4.3179 -0.9496
C 0.4564 1.6729 6.2856
C -1.2782 -6.6640 0.8738
C 0.9395 4.3504 4.1672
C -0.9254 -6.2132 -0.3925
C 0.5419 5.8105 -0.6705
C 4.5757 -0.6087 2.3963
C 3.4263 0.0710 2.7658
C -0.1213 -2.3696 5.7675
C 2.4450 2.5650 -2.7541
C -2.7916 -2.9141 -0.5527
C -1.2044 -0.8718 -5.9359
C 0.4144 2.2834 7.5326
C 0.3008 -4.2509 3.6415
C 1.7939 5.3678 -0.2736
C 3.1118 0.7773 0.4654
C -0.5161 -2.0126 4.4039
C -1.9121 2.3258 2.4294
C 0.4686 -4.5873 4.9248
C -1.8347 0.9677 6.5559
C 1.2017 1.1286 -3.8653
C -1.3980 -4.9936 -0.8505
C 2.6485 2.7728 -4.2676
C -2.2964 0.9167 2.9019
C 4.2609 0.0851 0.1109
C -0.1998 0.0195 -5.6027
C 2.8410 5.7398 4.6507
C 1.7719 3.7043 -2.0226
C 0.5133 4.1536 -2.4137
C 1.4200 -2.4979 1.3876
C -0.2604 -2.9417 3.2739
C -2.0970 -5.8890 1.6817
C -1.8335 -1.5814 -4.9266
C -0.6695 1.0222 5.7900
C 1.7791 3.4759 3.4803
C 0.2754 -3.6281 5.9995
C -1.8734 1.5808 7.7991
C 1.4779 5.4874 4.7481
C -2.5569 -4.6599 1.2280
H -1.1218 -4.6538 -1.8430
H 0.0712 6.6393 -0.1588
H -2.7159 0.4474 6.1952
H 4.7327 5.0601 3.9003
H -2.7771 1.5407 8.3919
H -0.2900 -6.8169 -1.0262
H 2.5457 1.3102 -0.2871
H -2.6545 -2.2501 -5.1333
H 3.1032 0.0456 3.8017
H -2.5386 0.2433 2.0830
H 3.7975 3.0332 2.8559
H 0.8553 -5.5646 5.1789
H 3.6330 2.4583 -4.6101
H 0.5402 -3.9274 7.0053
H -3.1922 -4.0548 1.8641
H -0.1204 4.1553 4.2670
H -0.9201 -7.6220 1.2255
H 0.8345 6.1731 5.2828
H -0.6367 -3.0293 1.2096
H 1.3806 1.7046 5.7180
H 1.2913 2.7876 7.9162
H -1.7345 2.9616 3.3015
H 0.0024 3.6822 -3.2464
H -1.0721 5.5487 -2.0619
H -2.3778 -6.2372 2.6665
H 5.1337 -1.1604 3.1397
H -3.1309 0.9639 3.6001
H -4.7696 -2.5873 -1.4955
H -0.8590 1.7803 0.5849
H 2.3019 5.8479 0.5523
H -2.7736 2.7632 1.9181
H 0.6024 -4.9140 2.8419
H 3.2573 6.6254 5.1114
H -0.5280 3.4271 1.1313
H 3.4014 2.3711 -2.2663
H -1.5114 -0.9940 -6.9653
H 0.2983 0.6141 -6.3531
H 5.8748 -1.1504 0.7836
H -4.0750 -4.2009 -1.8008
H -0.1516 -1.6219 6.5492
H 4.5819 0.0755 -0.9225
H -3.2255 -2.3590 0.2794
H 2.4461 3.7875 -4.6013
H -0.7832 2.7134 9.2557
H 3.3930 3.9847 -0.6474

Record 2
112
Properties=species:S:1:pos:R:3 method="wB97M-V/def2-TZVPD" total_charge=+1 relative_energy_kcal_mol=59.37 spin_multiplicity=2 homo_ev="-9.78 / -9.80" orbital_gap_ev="5.8087 / 5.8059"
Ti 1.3597 2.1490 1.7759
S 1.4578 -0.1683 4.3188
P 0.6147 -1.3191 -0.8028
P -2.3173 -0.7790 -1.2267
O 3.3684 2.4971 2.4873
O 2.6000 -0.8097 3.6999
O 0.1227 1.9511 0.4759
O 1.6040 0.6052 5.5268
N 2.5353 2.0300 0.1190
N 0.8438 0.8354 3.0546
N -1.3170 1.4838 3.8414
N 2.3412 2.5224 -1.0709
N -1.0615 -1.9853 -1.1982
N 0.3531 3.0720 3.2286
N -3.5375 -3.3273 4.2022
C 1.5505 -2.8695 -0.2938
C -0.0459 2.7121 -0.5829
C 2.3866 -2.8581 0.8716
C -1.8737 3.8142 3.4047
C -1.3669 4.3200 -1.8231
C -3.0634 -1.2246 -2.7701
C 0.0880 -1.2488 4.4586
C 4.6009 0.9936 -0.5481
C 2.4103 -1.6763 -2.8941
C -1.2648 -2.9943 3.4059
C 1.7899 -1.0260 -5.1494
C -5.6318 -2.1254 0.8436
C -0.4341 5.3878 -3.8680
C 1.8713 5.0748 -4.4627
C -2.0765 -1.8395 5.3459
C -5.4286 -1.5816 2.0681
C -0.2950 4.4739 -2.7747
C -0.5330 4.1244 3.2180
C -2.4818 -2.1148 -3.6817
C -4.2145 -0.9624 2.3343
C -0.1391 1.7852 3.4020
C 0.7033 -0.3318 -4.6210
C -2.9758 -2.2848 -4.9757
C 2.0676 -5.1761 -0.6331
C 3.0998 -3.9848 1.2066
C -4.7068 -2.0261 -0.1768
C 3.7318 3.0950 3.8086
C -2.3312 -2.7454 4.3435
C -1.1974 3.5593 -0.7067
C 1.9609 4.0488 -3.5065
C 0.9530 3.7863 -2.6173
C -0.9358 -1.0354 5.4006
C -3.2141 -0.9108 1.3923
C -1.5009 -3.3204 -0.8876
C -4.1988 -0.5343 -3.2084
C 3.8296 1.6813 0.4008
C -0.0725 -2.2378 3.4719
C 4.3602 1.9426 1.6318
C 0.6428 5.6823 -4.6958
C 1.2516 -1.0681 -2.4143
C 1.4696 -3.9926 -1.0875
C 5.7531 1.9905 1.7980
C -4.1055 -1.5576 -5.3915
C 1.0958 2.9478 -1.4202
C 5.9659 0.8554 -0.3359
C -4.7097 -0.6838 -4.4926
C 0.5425 -0.2331 -3.2621
C 2.9193 -5.1975 0.4788
C 6.5536 1.3812 0.8485
C -2.2032 2.4891 3.7251
C -3.5004 -1.3481 0.0655
C 2.6507 -1.6991 -4.2718
H 6.1896 2.5171 2.6408
H -4.3193 -3.0288 4.7746
H -1.9469 3.4974 0.0777
H 0.0885 0.2214 -5.3167
H 2.8325 3.6050 4.1188
H -4.4645 -1.6606 -6.4198
H -2.2150 -0.5434 1.6194
H 0.7845 -2.4257 2.8363
H 3.7574 -4.0315 2.0891
H -4.9258 -2.4446 -1.1726
H -1.4816 -2.5451 -3.5378
H -4.0253 -0.5177 3.3445
H 2.0506 -0.9989 -6.2098
H -6.2005 -1.5961 2.8328
H 1.9110 -6.0740 -1.2231
H -3.6886 -4.0534 3.5250
H 4.5737 3.7614 3.6236
H 0.9596 -3.9078 -2.0347
H 2.5047 -1.9414 1.4505
H -2.5033 -3.5019 -1.2752
H -2.9044 -1.6456 6.0480
H 6.5423 0.3281 -1.0804
H 3.4801 -2.2750 -4.5713
H 2.8603 3.4590 -3.3661
H 2.7149 5.3461 -5.0269
H 0.5545 6.4549 -5.4710
H 7.6408 1.2672 0.9776
H -2.4675 -2.9912 -5.6402
H 3.0084 -2.2128 -2.1809
H -0.8870 -4.0634 -1.4234
H -6.6013 -2.5477 0.6066
H -0.2690 0.4874 -2.8869
H -0.9464 -0.2015 6.1125
H -5.5192 -0.0194 -4.8266
H 4.0202 2.2754 4.4530
H -2.2833 4.9326 -1.9936
H 3.3224 -6.1222 0.8939
H -1.5084 -3.4842 0.1872
H 4.1422 0.5732 -1.4408
H -3.2301 2.1314 3.8447
H -4.7177 0.1225 -2.4928
H -1.3846 5.8838 -4.0397
H -2.6419 4.5803 3.3066
H -0.0813 5.0531 2.9027
H -1.4401 -3.6776 2.5615

Record 3
124
Properties=species:S:1:pos:R:3 method="wB97M-V/def2-TZVPD" total_charge=0 relative_energy_kcal_mol=96.60 spin_multiplicity=1 homo_ev=-9.89 orbital_gap_ev=8.9523
Br -9.1778 15.9908 11.5271
Br -21.4733 13.0552 9.5113
Br -22.5982 12.5913 6.3786
Br -7.0058 16.0049 9.0427
Br -10.1033 15.4788 8.4448
Br -22.9942 15.4104 7.7902
O -20.4814 21.7054 6.4937
O -18.4217 22.1427 7.0640
O -15.5311 14.3479 13.8754
O -17.8756 20.8040 -3.1573
O -8.3278 7.2072 2.9297
O -12.9927 25.3395 10.9952
O -7.5115 8.2535 4.6070
O -14.4004 16.1399 14.2625
O -17.8905 21.6509 -1.1289
O -14.4400 25.1822 9.3929
N -19.6453 22.3781 7.0762
N -8.4547 7.9722 3.8812
N -15.3718 15.5543 13.6894
N -17.6280 20.7967 -1.9403
N -11.5777 13.8877 -2.2278
N -15.1137 16.4017 6.0409
N -18.0374 12.5950 -1.9123
N -8.3852 19.5160 5.3591
N -13.5370 24.6949 10.1234
C -16.4049 16.5022 6.4929
C -11.0871 12.9853 0.3257
C -12.6307 20.5113 9.5882
C -17.6369 11.2948 -1.6044
C -15.5829 17.6334 -1.8310
C -16.3419 18.6737 -2.3028
C -13.7572 22.4835 8.8306
C -9.9901 9.4891 5.2559
C -13.4865 21.1404 8.6101
C -20.0990 23.6116 7.7878
C -8.5837 17.8765 3.6924
C -12.4690 13.0580 -1.5787
C -17.9834 11.6561 0.6696
C -19.1981 24.2909 8.6304
C -12.3396 12.6924 -0.2649
C -17.3796 15.5294 6.3097
C -16.4962 18.6630 11.8981
C -17.5654 10.8378 -0.3023
C -10.8915 8.2583 3.3764
C -12.1557 21.1766 10.6679
C -18.4254 13.4246 -0.8789
C -21.7374 25.3586 8.2235
C -15.7596 14.3864 4.9260
C -17.0324 14.5203 5.4317
C -7.8219 18.5714 4.5671
C -15.4777 17.3919 -0.4318
C -19.5199 25.4556 9.3002
C -10.5708 19.0112 4.3585
C -14.7788 15.3349 5.3061
C -9.7623 19.7013 5.2898
C -9.9763 18.0371 3.5570
C -17.6434 18.2404 11.2528
C -16.6211 19.4312 -0.0439
C -16.1672 16.4407 12.8193
C -21.4110 24.1170 7.6104
C -12.1288 8.7237 3.7212
C -9.7518 8.5802 4.1874
C -18.1272 16.9239 11.4841
C -12.4010 22.5532 10.8201
C -17.3579 16.0514 12.2358
C -12.3271 9.5719 4.8338
C -13.2181 23.2423 9.9310
C -8.8690 16.4801 9.6107
C -10.4820 14.2551 -1.5366
C -16.0232 18.3490 0.4620
C -18.2817 13.0517 0.4127
C -22.8744 13.5172 8.1297
C -15.7693 17.7978 12.7200
C -11.2259 9.9792 5.5256
C -10.1319 13.7482 -0.2858
C -20.7842 25.9491 9.0568
C -16.8192 19.6635 -1.4226
H -18.1880 23.9316 8.7604
H -12.3871 19.4992 9.3007
H -15.4147 13.6079 4.2615
H -17.3527 10.6215 -2.3995
H -9.2456 14.1003 0.2212
H -18.8660 25.8972 10.0376
H -13.3204 9.9113 5.0882
H -17.2878 9.8345 -0.0148
H -9.0035 17.5448 9.4197
H -11.9716 22.9682 11.7199
H -16.1366 19.6506 11.6498
H -22.1171 23.6848 6.9169
H -14.3174 22.9546 8.0366
H -10.1591 20.4304 5.9807
H -23.7748 13.1857 8.6468
H -18.8171 14.4288 -0.9454
H -13.7042 20.5854 7.7095
H -10.7551 7.5940 2.5359
H -17.9759 11.3406 1.7024
H -10.5044 17.3923 2.8701
H -18.1485 18.9269 10.5895
H -11.4229 20.7141 11.3125
H -16.1048 18.0369 1.4927
H -17.7828 13.7872 5.1749
H -12.9895 8.4794 3.1162
H -14.9875 16.5971 0.1108
H -21.0442 26.8437 9.6031
H -11.6302 19.2103 4.2919
H -22.7016 25.8265 8.0904
H -16.4624 18.7653 -3.3722
H -17.8278 15.1121 12.4874
H -13.7434 15.2518 5.0104
H -9.9331 15.0259 -2.0571
H -15.0417 16.9318 -2.4484
H -12.9156 11.9397 0.2529
H -10.8189 12.7725 1.3500
H -16.6354 17.3146 7.1662
H -18.3792 15.6284 6.7062
H -8.2156 17.1027 3.0350
H -19.1478 16.7344 11.1860
H -11.3183 10.4630 6.4868
H -9.1676 9.8473 5.8572
H -16.9065 20.2309 0.6236
H -13.3043 12.6712 -2.1435
H -18.3754 13.7801 1.2046
H -6.7459 18.5507 4.4771
H -14.8522 18.1450 13.1726

In order of appearance, max |F| = 0.35, 2.96, 4.14 eV/Å.